A cluster of 6 separate species, C48H93O21P2Si in total in a non-equilibrium geometry. Source: OMol25; level of theory: ωB97M-V with the def2-TZVPD basis set.

Each line ends with the Mulliken charge.
Element x y z (Å)
C -4.480 1.653 -8.257  -1.043
C -2.949 1.658 -7.740  -0.280
P -2.870 2.557 -6.039  0.336
C -2.109 1.021 -5.155  -0.782
C -3.128 -0.232 -5.066  -0.061
C -2.283 -1.569 -5.356  -0.377
C -1.845 -2.225 -3.933  -0.487
C -3.151 -2.993 -3.373  -0.688
C -2.728 -3.661 -1.957  0.116
O -2.989 -2.675 -0.890  -0.339
C -2.650 -3.344 0.322  0.585
C -3.747 -3.722 1.443  -0.637
O -1.444 -3.673 0.539  -0.498
O -1.280 3.264 -6.331  -0.461
C -0.910 4.285 -5.355  -0.268
C 0.168 3.858 -4.214  -0.409
C 1.076 5.124 -3.733  -0.585
C 1.115 5.303 -2.135  -0.475
C 2.553 5.767 -1.558  -0.445
C 2.279 6.380 -0.072  -0.771
C 3.421 5.917 1.004  -0.542
C 2.668 4.824 1.955  -0.415
C 3.668 4.045 2.948  -0.101
Si 3.092 2.217 3.019  0.066
C 1.178 2.014 2.731  -0.917
C 3.972 1.330 1.527  -0.868
C 3.450 1.342 4.695  0.540
C 3.991 2.025 5.974  -0.190
C 4.171 1.135 7.260  -0.497
C 3.829 -0.383 7.278  -0.379
C 3.290 -1.087 5.998  -0.497
C 3.120 -0.201 4.736  -0.263
C -2.362 4.751 -4.761  -0.174
P -2.325 5.917 -3.247  0.111
O -2.066 7.516 -3.903  -0.463
O -3.855 5.898 -2.456  -0.469
O -3.081 3.496 -4.552  -0.462
H -5.177 1.028 -7.583  0.233
H -4.845 2.745 -8.340  0.298
H -4.491 1.153 -9.302  0.360
H -2.251 2.150 -8.524  0.258
H -2.629 0.553 -7.685  0.191
H -4.219 2.040 -5.800  0.100
H -3.535 3.703 -6.654  -0.115
H -1.210 0.703 -5.793  -0.139
H -1.784 1.337 -4.095  0.220
H -3.632 -0.312 -4.029  0.186
H -3.998 -0.109 -5.819  0.054
H -2.980 -2.347 -5.856  0.271
H -1.403 -1.432 -6.073  0.187
H -1.585 -1.348 -3.239  0.200
H -0.921 -2.891 -4.015  0.306
H -3.539 -3.774 -4.127  0.309
H -4.016 -2.273 -3.134  0.230
H -3.281 -4.648 -1.799  0.384
H -1.600 -3.865 -2.001  -0.204
H -3.144 -4.112 2.342  0.105
H -4.305 -2.771 1.763  0.297
H -4.427 -4.512 0.985  0.252
H -0.644 5.165 -6.040  0.370
H 0.800 3.033 -4.687  0.236
H -0.472 3.468 -3.340  0.228
H 2.103 5.095 -4.234  0.380
H 0.544 6.058 -4.158  0.281
H 0.845 4.290 -1.671  0.114
H 0.344 6.121 -1.879  0.212
H 3.281 4.888 -1.547  0.270
H 2.968 6.638 -2.175  0.307
H 2.117 7.509 -0.080  0.474
H 1.267 5.918 0.251  0.318
H 4.253 5.341 0.469  0.287
H 3.792 6.820 1.603  0.263
H 2.119 4.130 1.209  -0.021
H 1.882 5.358 2.608  0.215
H 3.626 4.475 4.024  0.298
H 4.751 4.190 2.604  0.083
H 0.819 1.065 3.252  0.337
H 0.706 2.955 3.216  0.245
H 0.970 2.011 1.594  0.258
H 5.090 1.178 1.701  0.284
H 3.867 2.059 0.634  0.216
H 3.448 0.351 1.258  0.271
H 4.227 3.136 5.979  0.285
H 4.545 1.567 8.260  0.263
H 3.957 -1.047 8.203  0.284
H 2.995 -2.185 5.943  0.293
H 2.728 -0.712 3.782  0.186
H -2.842 5.448 -5.559  0.222
H -2.973 7.836 -4.157  0.270
H -4.575 5.857 -3.137  0.349
C -3.415 -4.597 8.762  -1.023
C -3.589 -3.353 7.911  -0.134
O -2.360 -2.991 7.272  -0.364
C -2.036 -3.715 6.188  0.709
O -2.685 -4.616 5.714  -0.560
O -0.850 -3.277 5.734  -0.263
C -0.342 -4.026 4.631  -0.288
H -2.589 -4.468 9.466  0.287
H -4.328 -4.814 9.321  0.269
H -3.175 -5.466 8.146  0.341
H -3.869 -2.512 8.551  0.250
H -4.388 -3.476 7.174  0.312
H -1.075 -4.093 3.825  -0.018
H -0.044 -5.023 4.965  0.334
H 0.541 -3.510 4.252  0.160
C 10.168 7.047 1.466  -1.118
C 8.713 6.676 1.246  -0.173
O 8.362 5.507 1.994  -0.344
C 8.137 5.704 3.304  0.762
O 8.196 6.760 3.885  -0.556
O 7.858 4.513 3.861  -0.304
C 7.686 4.565 5.276  -0.674
H 10.818 6.193 1.256  0.291
H 10.456 7.880 0.822  0.359
H 10.349 7.336 2.504  0.310
H 8.556 6.432 0.192  0.312
H 8.044 7.507 1.487  0.300
H 6.949 5.318 5.560  0.303
H 8.645 4.763 5.761  0.319
H 7.326 3.589 5.607  0.213
C -10.276 -6.100 9.671  -1.078
C -9.871 -4.813 8.976  -0.167
O -9.505 -3.808 9.930  -0.365
C -8.278 -3.935 10.461  0.785
O -7.476 -4.799 10.201  -0.549
O -8.107 -2.945 11.354  -0.335
C -6.871 -3.016 12.063  -0.493
H -11.058 -5.907 10.411  0.289
H -10.645 -6.830 8.947  0.353
H -9.433 -6.542 10.206  0.305
H -10.723 -4.419 8.418  0.293
H -9.064 -4.979 8.258  0.295
H -6.023 -3.084 11.379  0.158
H -6.884 -3.868 12.747  0.285
H -6.769 -2.102 12.649  0.228
C 2.459 -8.296 -4.357  -1.091
C 1.020 -8.367 -3.879  -0.159
O 0.931 -8.093 -2.477  -0.374
C 1.005 -6.794 -2.135  0.784
O 1.127 -5.866 -2.897  -0.543
O 0.942 -6.712 -0.796  -0.348
C 1.102 -5.385 -0.292  -0.280
H 3.097 -8.946 -3.752  0.286
H 2.534 -8.597 -5.404  0.357
H 2.856 -7.282 -4.262  0.312
H 0.640 -9.381 -4.025  0.284
H 0.372 -7.695 -4.448  0.290
H 0.403 -4.693 -0.764  0.058
H 2.133 -5.053 -0.440  0.316
H 0.895 -5.405 0.778  0.119
C 1.885 -3.550 -10.433  -1.080
C 3.139 -2.768 -10.090  -0.174
O 2.871 -1.363 -10.044  -0.390
C 2.264 -0.927 -8.924  0.738
O 1.945 -1.607 -7.979  -0.551
O 2.052 0.391 -9.053  -0.394
C 1.326 0.970 -7.965  -0.455
H 1.435 -3.170 -11.354  0.286
H 2.114 -4.611 -10.561  0.351
H 1.132 -3.454 -9.648  0.307
H 3.886 -2.919 -10.874  0.285
H 3.584 -3.110 -9.151  0.300
H 1.794 0.736 -7.007  0.284
H 0.290 0.625 -7.984  0.220
H 1.332 2.053 -8.093  0.279

Maximum force (hartree/bohr): 0.0941
Gap between HOMO and LUMO (eV): 6.0
Total charge: -1
Calculated total energy (eV): -120730.9845

---

A cluster of 12 separate species, C48H96O32 in total in a non-equilibrium geometry. Source: OMol25; level of theory: ωB97M-V with the def2-TZVPD basis set.

Each line ends with the Mulliken charge.
Element x y z (Å)
C -6.336 -4.736 -2.662  -1.500
C -6.021 -4.179 -1.283  0.231
O -7.056 -4.507 -0.424  -0.330
C -7.770 -3.510 0.059  0.869
O -7.802 -2.366 -0.382  -0.608
O -8.477 -4.022 1.095  -0.331
C -9.304 -3.159 1.843  -0.652
H -7.232 -4.287 -3.090  0.356
H -6.752 -5.743 -2.641  0.347
H -5.547 -4.699 -3.414  0.380
H -5.947 -3.123 -1.544  0.131
H -5.069 -4.488 -0.853  0.293
H -10.262 -3.012 1.345  0.301
H -8.794 -2.201 1.952  0.274
H -9.634 -3.531 2.813  0.256
C -2.402 3.284 -1.023  -0.352
C -1.325 3.486 0.047  0.218
O -1.815 2.884 1.211  -0.144
C -0.987 2.639 2.204  0.713
O 0.208 2.964 2.264  -0.667
O -1.534 1.826 3.090  -0.220
C -0.760 1.437 4.210  -0.570
H -2.592 2.211 -1.007  -0.101
H -2.078 3.623 -2.007  0.489
H -3.296 3.834 -0.729  -0.254
H -1.182 4.563 0.125  0.416
H -0.452 3.002 -0.392  -0.346
H -1.451 0.851 4.816  0.286
H -0.353 2.217 4.853  0.358
H 0.167 0.917 3.969  0.060
C -5.446 3.868 0.771  -0.646
C -6.838 4.523 0.612  -0.488
O -6.810 5.826 1.208  -0.289
C -7.809 6.739 1.123  0.714
O -8.997 6.491 0.842  -0.605
O -7.345 7.844 1.534  -0.302
C -8.123 9.033 1.655  -0.685
H -4.748 4.633 0.429  0.234
H -5.376 2.915 0.246  0.235
H -5.160 3.840 1.822  0.498
H -7.606 3.822 0.940  0.417
H -7.099 4.621 -0.442  0.069
H -7.570 9.958 1.492  0.258
H -8.496 9.159 2.672  0.284
H -9.001 9.038 1.009  0.333
C 1.006 0.131 8.453  -1.295
C 1.734 -1.063 7.925  -0.176
O 1.333 -1.117 6.603  -0.118
C 2.033 -1.982 5.856  0.583
O 3.013 -2.733 6.098  -0.645
O 1.475 -1.923 4.667  -0.072
C 1.940 -2.713 3.555  -0.317
H 1.342 0.269 9.481  0.414
H -0.055 -0.100 8.547  0.309
H 1.204 1.037 7.880  0.299
H 1.464 -1.863 8.615  0.286
H 2.800 -0.850 8.011  0.303
H 2.947 -2.386 3.296  0.065
H 1.360 -2.406 2.685  -0.134
H 1.909 -3.768 3.828  0.578
C 7.696 -5.996 -0.484  -1.205
C 7.234 -4.818 -1.367  -0.097
O 6.197 -4.061 -0.715  -0.024
C 4.891 -4.311 -0.913  0.528
O 4.220 -4.928 -1.750  -0.620
O 4.267 -3.542 0.014  -0.195
C 2.870 -3.551 0.160  -0.299
H 8.385 -6.631 -1.041  0.389
H 6.843 -6.501 -0.030  0.299
H 8.366 -5.623 0.290  0.352
H 6.922 -5.013 -2.393  0.397
H 7.985 -4.035 -1.478  -0.002
H 2.294 -3.533 -0.766  0.248
H 2.668 -2.541 0.515  -0.277
H 2.444 -4.308 0.819  0.561
C 8.864 -0.926 -4.576  -1.317
C 8.541 -1.230 -3.122  -0.205
O 7.122 -1.112 -2.897  -0.015
C 6.686 -0.832 -1.678  0.600
O 7.390 -0.650 -0.647  -0.689
O 5.370 -0.742 -1.759  0.062
C 4.549 -0.184 -0.735  -0.391
H 8.288 -0.186 -5.132  0.294
H 8.713 -1.842 -5.148  0.330
H 9.927 -0.700 -4.660  0.382
H 9.088 -0.524 -2.497  0.348
H 9.003 -2.178 -2.846  0.219
H 4.007 0.726 -0.991  -0.020
H 5.174 0.064 0.123  0.591
H 3.732 -0.861 -0.485  -0.175
C 2.836 0.952 2.675  -0.127
C 3.718 0.772 3.904  -0.550
O 4.447 -0.494 3.917  -0.204
C 5.577 -0.648 3.254  0.742
O 6.315 0.212 2.868  -0.621
O 5.788 -1.971 3.147  -0.344
C 6.856 -2.361 2.251  -0.126
H 2.118 1.758 2.827  0.377
H 2.188 0.095 2.493  -0.194
H 3.322 1.257 1.748  0.204
H 3.033 0.677 4.746  0.129
H 4.375 1.626 4.073  0.367
H 6.902 -3.450 2.269  0.177
H 7.756 -1.812 2.528  0.357
H 6.616 -2.139 1.212  -0.181
C 4.883 4.802 -6.173  -1.090
C 5.297 4.416 -4.698  -0.373
O 4.146 4.569 -3.777  -0.367
C 4.200 4.017 -2.609  0.749
O 4.986 3.153 -2.310  -0.567
O 3.013 4.365 -1.977  -0.431
C 2.593 3.530 -0.891  -0.242
H 5.787 5.249 -6.587  0.332
H 4.047 5.498 -6.103  0.302
H 4.639 3.983 -6.849  0.271
H 5.896 5.252 -4.339  0.431
H 5.913 3.539 -4.499  0.422
H 1.732 3.924 -0.351  0.314
H 3.280 3.431 -0.050  0.369
H 2.369 2.527 -1.255  -0.092
O -5.633 1.626 -4.661  -0.624
C -4.600 2.054 -4.072  0.751
O -4.656 3.180 -3.206  -0.176
C -5.909 3.818 -2.929  -0.342
C -5.656 5.313 -2.705  -1.194
C -3.245 1.474 -4.354  -0.884
H -6.509 3.335 -2.158  0.297
H -6.519 3.727 -3.828  0.481
H -5.021 5.870 -3.394  0.372
H -5.282 5.541 -1.706  0.193
H -6.598 5.860 -2.682  0.421
H -2.366 1.916 -3.885  0.176
H -3.206 1.349 -5.436  0.382
H -3.260 0.430 -4.038  0.215
O -4.072 -4.109 1.629  -0.592
C -3.624 -3.485 2.606  0.538
O -4.150 -2.447 3.207  -0.218
C -5.499 -2.078 3.008  0.350
C -6.250 -2.658 4.166  -1.375
C -2.111 -3.531 2.825  -0.666
H -5.861 -2.409 2.034  -0.201
H -5.618 -0.995 2.973  0.342
H -5.696 -2.525 5.095  0.345
H -6.539 -3.700 4.026  0.289
H -7.091 -1.973 4.272  0.430
H -1.859 -3.860 3.833  0.474
H -1.600 -2.598 2.585  -0.043
H -1.732 -4.277 2.126  0.332
O 2.694 0.264 -3.045  -0.402
C 3.290 -0.247 -3.955  0.713
O 3.365 -1.549 -4.273  -0.372
C 2.510 -2.482 -3.576  0.701
C 2.555 -3.886 -4.257  -1.652
C 4.228 0.562 -4.953  -0.929
H 1.531 -2.003 -3.586  0.305
H 2.908 -2.520 -2.562  -0.327
H 2.078 -4.724 -3.748  0.361
H 3.516 -4.317 -4.539  0.350
H 1.936 -3.823 -5.152  0.435
H 3.788 0.672 -5.944  0.468
H 5.154 0.012 -5.121  0.287
H 4.337 1.549 -4.505  -0.026
O -0.290 -1.716 0.596  -0.520
C -0.467 -1.038 -0.376  0.225
O -1.698 -0.922 -0.932  -0.287
C -2.815 -1.524 -0.249  0.152
C -4.071 -0.665 -0.597  -0.855
C 0.542 -0.147 -0.977  1.337
H -2.718 -1.391 0.829  -0.049
H -2.910 -2.593 -0.438  0.324
H -4.073 0.354 -0.210  0.068
H -4.836 -1.151 0.008  0.188
H -4.253 -0.691 -1.672  0.279
H 0.828 -0.615 -1.919  -0.304
H 1.351 -0.281 -0.260  -0.416
H 0.093 0.844 -1.032  -0.241

ΔE to the lowest compared entry with this formula, charge and spin (kJ/mol): 306.5
Maximum force (hartree/bohr): 0.1045
Gap between HOMO and LUMO (eV): 10.7
Total charge: 0
Calculated total energy (eV): -116850.3389
SMILES: CCOC(=O)OC.CCOC(=O)OC.CCOC(=O)OC.CCOC(=O)OC.CCOC(=O)OC.CCOC(=O)OC.CCOC(=O)OC.CCOC(=O)OC.CCOC(C)=O.CCOC(C)=O.CCOC(C)=O.CCOC(C)=O

---

Q: Number 2 is which compound?
A: C48H96O32

---

Q: Which of these has the highest calculated total energy?
A: C48H96O32

---

Q: Which value of calculated total energy does entry 1 give?
A: -120730.9845 eV

---

Q: Which of these has the lowest calculated total energy?
A: C48H93O21P2Si